Record 1
Here is a cluster of 11 separate species, C16H52F6N14O10P in total from OMol25. Energies are from the ωB97M-V functional and the def2-TZVPD basis.

Calculated values
- HOMO energy (eV) = -8.0
- net charge = -1
- spin multiplicity = 1

Each atom is followed by the atoms it is bonded to, with distances in Å.
Element x y z (Å)
1 O 0.15 6.82 4.39  C47 1.205
2 H 5.07 3.01 8.28  N68 1.010
3 H 10.90 -1.25 -4.84  N76 1.010
4 H -0.81 0.30 7.70  C25 1.090
5 H 7.96 -1.42 -3.20  N96 1.010
6 N -2.11 -7.78 0.04  C26 1.305, H27 1.010, H37 1.010
7 H -1.82 6.03 -3.98  C33 1.090
8 H -0.85 0.83 10.63  C89 1.090
9 C -2.34 0.95 9.14  C25 1.539, O31 1.409, H72 1.090, C89 1.518
10 C -6.63 -4.64 -5.63  H28 1.090, C45 1.540, H57 1.090, H60 1.090
11 H -3.13 -9.70 -0.62  N86 1.010
12 H 6.77 3.44 -3.16  N95 1.010
13 N 0.52 6.25 2.28  H30 1.010, C47 1.290, H79 1.010
14 H -4.47 -2.65 -4.19  O44 0.960
15 H -3.36 4.09 -3.60  C51 1.090
16 F 0.87 -2.05 -0.28  P84 1.622
17 H 8.87 -1.09 -4.67  N96 1.010
18 H -7.18 1.28 5.83  N91 1.010
19 C -1.67 5.95 -6.19  H24 1.090, C33 1.520, H85 1.090, H97 1.090
20 H -8.85 1.09 6.37  N91 1.010
21 H 2.68 -4.13 -4.22  N35 1.010
22 H -1.31 3.62 -4.29  O88 0.960
23 N 3.93 -6.02 -6.31  H40 1.010, C42 1.289, H94 1.010
24 H -0.85 6.68 -6.24  C19 1.090
25 C -1.71 -0.08 8.18  H4 1.090, C9 1.539, H49 1.090, H56 1.090
26 C -1.37 -8.74 -0.45  N6 1.305, O78 1.201, N86 1.337
27 H -1.74 -6.91 0.40  N6 1.010
28 H -7.60 -4.21 -5.37  C10 1.090
29 H -4.02 5.22 -4.78  C51 1.090
30 H 0.49 5.53 1.58  N13 1.010
31 O -2.82 1.94 8.25  C9 1.409, H50 0.960
32 H 11.88 -1.80 -3.47  N76 1.010
33 C -1.87 5.33 -4.82  H7 1.090, C19 1.520, C51 1.529, O88 1.360
34 H 6.17 1.94 9.10  N68 1.010
35 N 3.10 -4.55 -5.03  H21 1.010, H38 1.010, C42 1.282
36 H -4.25 -2.20 -6.50  C69 1.090
37 H -3.06 -8.01 0.26  N6 1.010
38 H 3.17 -4.02 -5.89  N35 1.010
39 F -0.35 0.99 -0.02  P84 1.664
40 H 3.79 -5.40 -7.09  N23 1.010
41 H 4.54 6.58 -3.48  N70 1.010
42 C 3.72 -5.67 -5.09  N23 1.289, N35 1.282, O67 1.211
43 H 3.73 1.23 6.00  N74 1.010
44 O -5.23 -3.23 -4.24  H14 0.960, C45 1.418
45 C -5.32 -3.83 -5.53  C10 1.540, O44 1.418, C69 1.553, H71 1.090
46 O 6.70 5.83 -2.82  C81 1.220
47 C 0.08 6.04 3.47  O1 1.205, N13 1.290, N61 1.333
48 H 3.86 2.74 6.84  N74 1.010
49 H -1.38 -1.03 8.60  C25 1.090
50 H -2.93 2.81 8.64  O31 0.960
51 C -3.17 4.58 -4.56  H15 1.090, H29 1.090, C33 1.529, H90 1.090
52 H -0.71 4.41 4.53  N61 1.010
53 H -6.92 -0.73 3.55  N82 1.010
54 F -0.42 -0.73 -1.54  P84 1.627
55 H -1.76 -10.73 -0.90  N86 1.010
56 H -2.41 -0.40 7.40  C25 1.090
57 H -6.61 -5.66 -5.22  C10 1.090
58 O -8.95 -0.91 4.74  C62 1.200
59 C 9.92 -1.74 -3.16  O64 1.228, N76 1.302, N96 1.275
60 H -6.83 -4.85 -6.68  C10 1.090
61 N -0.42 4.82 3.65  C47 1.333, H52 1.010, H77 1.010
62 C -8.07 -0.11 4.89  O58 1.200, N82 1.264, N91 1.279
63 H 3.78 4.99 -3.61  N70 1.010
64 O 9.99 -2.21 -2.03  C59 1.228
65 H -5.52 -3.09 -7.51  C69 1.090
66 O 5.60 0.11 7.26  C99 1.237
67 O 3.96 -6.42 -4.17  C42 1.211
68 N 5.49 2.09 8.37  H2 1.010, H34 1.010, C99 1.296
69 C -5.24 -2.67 -6.55  H36 1.090, C45 1.553, H65 1.090, H83 1.090
70 N 4.60 5.57 -3.52  H41 1.010, H63 1.010, C81 1.318
71 H -4.47 -4.51 -5.53  C45 1.090
72 H -3.17 0.50 9.68  C9 1.090
73 F -1.06 -1.18 0.66  P84 1.645
74 N 4.18 1.79 6.71  H43 1.010, H48 1.010, C99 1.331
75 H -1.63 2.28 10.72  C89 1.090
76 N 10.99 -1.56 -3.89  H3 1.010, H32 1.010, C59 1.302
77 H -0.44 4.25 2.82  N61 1.010
78 O -0.17 -8.73 -0.46  C26 1.201
79 H 0.90 7.19 2.21  N13 1.010
80 H -0.56 2.22 9.39  C89 1.090
81 C 5.76 5.10 -3.11  O46 1.220, N70 1.318, N95 1.270
82 N -6.95 -0.07 4.32  H53 1.010, C62 1.264, H98 1.010
83 H -5.89 -1.83 -6.30  C69 1.090
84 P 0.27 -0.56 -0.08  F16 1.622, F39 1.664, F54 1.627, F73 1.645, F92 1.661, F93 1.636
85 H -1.54 5.25 -7.02  C19 1.090
86 N -2.13 -9.81 -0.69  H11 1.010, C26 1.337, H55 1.010
87 H 5.02 3.26 -3.14  N95 1.010
88 O -0.91 4.37 -4.72  H22 0.960, C33 1.360
89 C -1.24 1.60 9.96  H8 1.090, C9 1.518, H75 1.090, H80 1.090
90 H -3.23 3.72 -5.24  C51 1.090
91 N -8.07 0.79 5.80  H18 1.010, H20 1.010, C62 1.279
92 F 1.07 -0.33 1.37  P84 1.661
93 F 1.64 -0.01 -0.78  P84 1.636
94 H 4.27 -6.97 -6.35  N23 1.010
95 N 5.85 3.84 -3.20  H12 1.010, C81 1.270, H87 1.010
96 N 8.84 -1.32 -3.69  H5 1.010, H17 1.010, C59 1.275
97 H -2.52 6.57 -6.45  C19 1.090
98 H -6.18 0.49 4.67  N82 1.010
99 C 5.16 1.25 7.43  O66 1.237, N68 1.296, N74 1.331



Record 2
Here is a cluster of 10 separate species, C16H52N8O10 in total from OMol25. Energies are from the ωB97M-V functional and the def2-TZVPD basis.

Calculated values
- HOMO energy (eV) = -9.7
- spin multiplicity = 1
- structure (SMILES) = NC(N)=O.NC(N)=O.NC(N)=O.NC(N)=O.CCO.CCO.CCO.CCO.CCO.CCO

Each atom is followed by the atoms it is bonded to, with distances in Å.
Element x y z (Å)
1 H 2.14 -3.18 3.76  C61 1.096
2 H -4.69 -2.79 2.52  C40 1.094
3 N 3.96 -2.53 1.88  H33 0.998, C42 1.370, H54 1.006
4 H 5.06 1.79 0.94  O63 0.957
5 N 5.54 -1.32 2.98  C42 1.345, H67 1.003, H83 1.001
6 H 1.09 0.65 0.54  C7 1.096
7 C 0.86 0.06 -0.35  H6 1.096, H12 1.094, H32 1.088, C78 1.526
8 H -0.37 -2.04 2.50  C48 1.096
9 C -4.42 3.25 -0.11  N25 1.354, O57 1.250, N60 1.343
10 H 2.57 4.96 -4.86  O45 0.961
11 H -4.55 0.16 -1.50  N51 1.010
12 H 1.28 -0.89 -0.01  C7 1.094
13 H 5.69 1.63 -1.88  C58 1.084
14 H 0.30 3.44 -4.36  C20 1.090
15 H -0.10 3.80 0.54  N24 1.001
16 O -1.29 1.04 -0.49  C78 1.421, H80 0.967
17 O -6.22 -1.29 -0.59  C44 1.245
18 H -4.64 -0.65 1.54  C82 1.095
19 H -0.98 -0.86 0.15  C78 1.096
20 C 1.18 3.95 -3.97  H14 1.090, C38 1.524, O45 1.429, H73 1.096
21 H 3.18 -2.74 -2.83  O46 0.961
22 H -5.21 -2.97 -3.07  N34 1.005
23 H 4.62 -0.74 -0.67  C71 1.101
24 N -0.52 3.17 1.20  H15 1.001, H35 1.010, C64 1.363
25 N -3.65 3.07 0.99  C9 1.354, H36 1.002, H76 1.002
26 H 2.16 -2.87 -4.91  C68 1.098
27 O 5.43 -3.56 3.30  C42 1.226
28 H -2.93 -0.60 1.97  C82 1.089
29 H 2.04 -4.43 -4.23  C68 1.097
30 H -6.06 4.32 -0.73  N60 1.000
31 H -0.73 -0.63 -1.64  C78 1.092
32 H 1.39 0.55 -1.17  C7 1.088
33 H 3.76 -1.74 1.30  N3 0.998
34 N -5.59 -2.77 -2.16  H22 1.005, C44 1.339, H72 1.006
35 H -0.51 2.18 0.98  N24 1.010
36 H -4.05 3.37 1.85  N25 1.002
37 H 0.53 -3.76 4.23  C61 1.088
38 C 1.94 3.16 -2.91  C20 1.524, H47 1.093, H77 1.096, H85 1.089
39 H -0.07 5.40 2.08  N52 1.002
40 C -4.11 -2.06 3.09  H2 1.094, H62 1.095, O75 1.430, C82 1.539
41 H -3.83 -0.97 -2.64  N51 1.001
42 C 5.00 -2.53 2.79  N3 1.370, N5 1.345, O27 1.226
43 H -0.24 -3.37 -4.96  C81 1.087
44 C -5.46 -1.60 -1.53  O17 1.245, N34 1.339, N51 1.347
45 O 2.01 4.21 -5.09  H10 0.961, C20 1.429
46 O 2.23 -2.84 -2.84  H21 0.961, C68 1.414
47 H 2.25 2.19 -3.29  C38 1.093
48 C 0.63 -2.47 2.47  H8 1.096, C61 1.516, H65 1.083, O84 1.465
49 H -0.13 -4.04 -3.26  C81 1.095
50 H 4.10 1.43 -1.07  C58 1.095
51 N -4.53 -0.73 -1.96  H11 1.010, H41 1.001, C44 1.347
52 N -0.63 4.85 2.71  H39 1.002, H56 1.003, C64 1.352
53 H -0.11 -2.41 -3.43  C81 1.093
54 H 3.50 -3.41 1.82  N3 1.006
55 H -2.59 -3.15 2.80  O75 0.963
56 H -0.79 5.27 3.61  N52 1.003
57 O -4.10 2.84 -1.24  C9 1.250
58 C 5.19 1.37 -0.95  H13 1.084, H50 1.095, O63 1.426, C71 1.557
59 H -0.53 -3.97 2.07  O84 0.960
60 N -5.50 4.03 0.05  C9 1.343, H30 1.000, H74 1.003
61 C 1.08 -2.90 3.86  H1 1.096, H37 1.088, C48 1.516, H66 1.090
62 H -4.76 -1.91 3.96  C40 1.095
63 O 5.43 2.22 0.17  H4 0.957, C58 1.426
64 C -0.86 3.54 2.47  N24 1.363, N52 1.352, O70 1.232
65 H 1.28 -1.78 1.96  C48 1.083
66 H 1.14 -2.14 4.64  C61 1.090
67 H 6.39 -1.18 3.49  N5 1.003
68 C 1.74 -3.39 -4.04  H26 1.098, H29 1.097, O46 1.414, C81 1.516
69 H 5.61 -0.35 0.47  C71 1.094
70 O -1.34 2.77 3.29  C64 1.232
71 C 5.51 -0.11 -0.59  H23 1.101, C58 1.557, H69 1.094, H79 1.085
72 H -6.42 -3.31 -1.96  N34 1.006
73 H 0.85 4.92 -3.57  C20 1.096
74 H -5.60 4.48 0.94  N60 1.003
75 O -2.85 -2.58 3.53  C40 1.430, H55 0.963
76 H -2.73 2.66 0.95  N25 1.002
77 H 1.30 2.86 -2.08  C38 1.096
78 C -0.61 -0.20 -0.64  C7 1.526, O16 1.421, H19 1.096, H31 1.092
79 H 6.30 -0.52 -1.21  C71 1.085
80 H -2.24 0.97 -0.67  O16 0.967
81 C 0.23 -3.29 -3.98  H43 1.087, H49 1.095, H53 1.093, C68 1.516
82 C -3.94 -0.70 2.37  H18 1.095, H28 1.089, C40 1.539, H86 1.089
83 H 5.15 -0.50 2.56  N5 1.001
84 O 0.24 -3.60 1.63  C48 1.465, H59 0.960
85 H 2.80 3.70 -2.51  C38 1.089
86 H -4.18 0.15 3.01  C82 1.089



Let's list relative energy (zero: lowest compared OMol25 entry of this formula, charge and spin) in order: 185.5; 82.4 kcal per mole.